Arrangement A

Formula: C3H6O3
Source: OMol25
Level of theory: wB97M-V/def2-TZVPD

Geometry as XYZ:
```
12
C3H6O3, DFT wB97M-V/def2-TZVPD
C -0.6625 0.8091 0.4595
C 1.7390 -0.1588 0.0169
C 0.2628 -0.3165 -0.2168
O -1.9127 0.7382 0.0927
O -2.2434 -1.3612 -0.7009
O -0.1995 -1.2217 -0.8421
H -2.7131 -0.5011 -0.6685
H -0.1313 1.7308 0.1425
H -0.4533 0.6260 1.5388
H 2.2081 0.1117 -0.9312
H 2.1647 -1.0938 0.3764
H 1.9411 0.6374 0.7327
```

* LUMO level (spin up / spin down): -2.071 / -0.366 eV
* E_HOMO (spin up / spin down): -9.91 / -10.07 eV

How is the electron density shared among the atoms? According to natural (NBO), the charges in e are: number 1, C, carries -0.173; number 2, C, carries -0.713; number 3, C, carries 0.613; number 4, O, carries -0.393; number 5, O, carries -0.492; number 6, O, carries -0.394; number 7, H, carries 0.446; number 8, H, carries 0.201; number 9, H, carries 0.174; number 10, H, carries 0.254; number 11, H, carries 0.253; number 12, H, carries 0.223

Arrangement B

Formula: C3H6O3
Source: OMol25
Level of theory: wB97M-V/def2-TZVPD

Geometry as XYZ:
```
12
C3H6O3, DFT wB97M-V/def2-TZVPD
C 0.6628 0.3129 -0.8041
C 1.3441 -0.7074 -0.0074
C -1.5247 0.6183 0.7178
O -1.6298 -0.8359 0.6229
O -1.5834 -0.0213 -0.6158
O -0.4394 1.1677 1.0248
H -2.4865 1.0697 0.9746
H 0.2700 0.0215 -1.7670
H 0.8853 1.3597 -0.6806
H 0.6092 -1.4456 0.3321
H 1.8465 -0.2909 0.8607
H 2.0459 -1.2485 -0.6580
```

* LUMO level: -0.958 eV
* E_HOMO: -9.60 eV

How is the electron density shared among the atoms? According to natural (NBO), the charges in e are: number 1, C, carries 0.133; number 2, C, carries -0.730; number 3, C, carries 0.587; number 4, O, carries -0.314; number 5, O, carries -0.318; number 6, O, carries -0.705; number 7, H, carries 0.143; number 8, H, carries 0.200; number 9, H, carries 0.223; number 10, H, carries 0.293; number 11, H, carries 0.244; number 12, H, carries 0.245

Arrangement C

Formula: C3H6O3
Source: OMol25
Level of theory: wB97M-V/def2-TZVPD

Geometry as XYZ:
```
12
C3H6O3, DFT wB97M-V/def2-TZVPD
C -0.3305 -0.1250 -1.3093
C -0.1673 0.5925 1.1142
C -0.3882 -0.7374 0.5771
O -0.8178 1.5802 0.7623
O 1.0650 0.7693 1.6460
O 0.9631 -0.1683 -1.6638
H 1.1746 1.7151 1.8402
H 1.3578 -0.9839 -1.3129
H -0.7641 0.8258 -1.5965
H -0.9847 -0.9412 -1.5959
H -1.4284 -1.0429 0.6168
H 0.3204 -1.4842 0.9219
```

* LUMO level: 0.726 eV
* E_HOMO: -9.40 eV

How is the electron density shared among the atoms? According to natural (NBO), the charges in e are: number 1, C, carries 0.077; number 2, C, carries 0.745; number 3, C, carries -0.582; number 4, O, carries -0.647; number 5, O, carries -0.690; number 6, O, carries -0.684; number 7, H, carries 0.497; number 8, H, carries 0.479; number 9, H, carries 0.207; number 10, H, carries 0.146; number 11, H, carries 0.231; number 12, H, carries 0.221

Arrangement D

Formula: C3H6O3
Source: OMol25
Level of theory: wB97M-V/def2-TZVPD

Geometry as XYZ:
```
12
C3H6O3, DFT wB97M-V/def2-TZVPD
O -1.6274 0.7096 -0.4204
C -1.0632 -0.6519 0.3264
C 0.4345 -0.5992 0.0427
O 0.6275 -0.4504 -1.3418
C 1.0656 0.6068 0.7469
O 1.6311 1.4772 0.1252
H -1.0322 0.6778 -1.1961
H -1.9792 -0.5440 -0.4790
H -1.2374 -0.4892 1.4020
H 0.9426 -1.4994 0.4406
H 1.3082 0.2381 -1.4447
H 0.9834 0.6448 1.8501
```

* LUMO level: 0.601 eV
* E_HOMO: -9.31 eV

How is the electron density shared among the atoms? According to natural (NBO), the charges in e are: number 1, O, carries -0.766; number 2, C, carries -0.257; number 3, C, carries -0.065; number 4, O, carries -0.719; number 5, C, carries 0.425; number 6, O, carries -0.526; number 7, H, carries 0.486; number 8, H, carries 0.410; number 9, H, carries 0.187; number 10, H, carries 0.202; number 11, H, carries 0.494; number 12, H, carries 0.128

Relative energy table, unit kcal/mol: arrangement A 88.2; arrangement B 105.1; arrangement C 0.0; arrangement D 49.1

Arrangement A

Formula: C3H6O3
Source: OMol25
Level of theory: wB97M-V/def2-TZVPD

Geometry as XYZ:
```
12
C3H6O3, DFT wB97M-V/def2-TZVPD
O 0.9310 -0.3941 0.8608
C 0.2727 0.8354 0.5874
C -1.2167 0.6581 0.3449
O 1.3722 -0.5349 -2.0764
C 1.0835 -1.5184 -1.5198
O 0.7796 -2.5319 -1.0284
H 0.2860 -1.0276 1.1977
H 0.7572 1.2411 -0.3065
H 0.4403 1.5456 1.4093
H -1.6767 1.6023 0.0377
H -1.7251 0.3182 1.2558
H -1.3976 -0.0802 -0.4451
```

* LUMO level: 0.721 eV
* E_HOMO: -10.57 eV

How is the electron density shared among the atoms? According to natural (NBO), the charges in e are: number 1, O, carries -0.730; number 2, C, carries -0.066; number 3, C, carries -0.643; number 4, O, carries -0.526; number 5, C, carries 1.047; number 6, O, carries -0.528; number 7, H, carries 0.470; number 8, H, carries 0.182; number 9, H, carries 0.162; number 10, H, carries 0.224; number 11, H, carries 0.204; number 12, H, carries 0.205

Arrangement B

Formula: C3H6O3
Source: OMol25
Level of theory: wB97M-V/def2-TZVPD

Geometry as XYZ:
```
12
C3H6O3, DFT wB97M-V/def2-TZVPD
O -2.0184 0.5975 0.4159
C -1.2305 0.4274 -0.4725
O -1.4630 0.9150 -1.7100
C 0.0369 -0.4012 -0.4109
C 0.8771 -0.0793 0.7860
O 1.8147 -1.1321 0.9881
H -2.3554 1.2922 -1.6464
H 0.4904 -0.3348 -1.3997
H -0.3311 -1.4290 -0.4145
H 0.2193 0.1096 1.6419
H 1.4206 0.8472 0.6835
H 2.5394 -0.8125 1.5388
```

* LUMO level: 0.750 eV
* E_HOMO: -10.50 eV

How is the electron density shared among the atoms? According to natural (NBO), the charges in e are: number 1, O, carries -0.598; number 2, C, carries 0.797; number 3, O, carries -0.680; number 4, C, carries -0.535; number 5, C, carries -0.061; number 6, O, carries -0.718; number 7, H, carries 0.493; number 8, H, carries 0.233; number 9, H, carries 0.250; number 10, H, carries 0.181; number 11, H, carries 0.165; number 12, H, carries 0.473

Relative energy table, unit kcal/mol: arrangement A 0.0; arrangement B 10.8

Arrangement A

Formula: C3H6O3
Source: OMol25
Level of theory: wB97M-V/def2-TZVPD

Geometry as XYZ:
```
12
C3H6O3, DFT wB97M-V/def2-TZVPD
C -0.8040 0.8523 0.3775
C 0.6824 0.5171 0.1205
C 0.7364 -0.8676 -0.4642
H -1.1597 -0.2803 1.9177
H -1.3709 1.2121 -0.4539
H -0.7894 1.7043 1.0070
H 1.2229 1.2952 -0.4155
H 1.1005 0.3219 1.1013
H 0.3017 -1.6397 -2.1812
O -1.2831 -0.3583 0.8226
O 0.2113 -0.8426 -1.7260
O 1.1518 -1.9147 -0.1058
```

* LUMO level: 0.599 eV
* E_HOMO: -10.29 eV

How is the electron density shared among the atoms? According to natural (NBO), the charges in e are: number 1, C, carries -0.058; number 2, C, carries -0.530; number 3, C, carries 0.816; number 4, H, carries 0.473; number 5, H, carries 0.184; number 6, H, carries 0.167; number 7, H, carries 0.237; number 8, H, carries 0.215; number 9, H, carries 0.488; number 10, O, carries -0.695; number 11, O, carries -0.721; number 12, O, carries -0.578

Arrangement B

Formula: C3H6O3
Source: OMol25
Level of theory: wB97M-V/def2-TZVPD

Geometry as XYZ:
```
12
C3H6O3, DFT wB97M-V/def2-TZVPD
C -1.4834 -1.5042 -2.2606
C -0.7842 -0.3671 -2.3338
O -1.1445 0.7677 -1.6430
H -1.0497 -2.3766 -2.7425
H -2.5152 -1.6586 -1.9777
H 0.2608 -0.3817 -2.6098
H -2.0410 1.0324 -1.8587
O 1.8033 2.0600 4.1182
C 1.8304 1.0566 3.4945
O 1.0772 0.8351 2.3672
H 2.3971 0.1317 3.7104
H 1.6493 0.4045 1.7358
```

* LUMO level: 0.626 eV
* E_HOMO: -9.45 eV

How is the electron density shared among the atoms? According to natural (NBO), the charges in e are: number 1, C, carries -0.491; number 2, C, carries 0.132; number 3, O, carries -0.702; number 4, H, carries 0.200; number 5, H, carries 0.202; number 6, H, carries 0.175; number 7, H, carries 0.482; number 8, O, carries -0.518; number 9, C, carries 0.647; number 10, O, carries -0.700; number 11, H, carries 0.088; number 12, H, carries 0.483

Arrangement C

Formula: C3H6O3
Source: OMol25
Level of theory: wB97M-V/def2-TZVPD

Geometry as XYZ:
```
12
C3H6O3, DFT wB97M-V/def2-TZVPD
C -1.2894 -0.9264 -0.9756
C 1.5095 0.7281 0.9017
C -2.0722 -0.1636 -0.2776
O 1.0351 1.2655 -0.3219
O -0.7228 -2.0162 -0.3676
O -2.7525 0.5645 0.3468
H -0.0147 -2.3499 -0.9483
H -0.7996 -0.5958 -1.8792
H 0.2005 1.7250 -0.1170
H 2.6002 0.6791 0.8688
H 1.1994 1.3674 1.7324
H 1.1065 -0.2778 1.0375
```

* LUMO level: 0.221 eV
* E_HOMO: -8.42 eV

How is the electron density shared among the atoms? According to natural (NBO), the charges in e are: number 1, C, carries -0.205; number 2, C, carries -0.251; number 3, C, carries 0.626; number 4, O, carries -0.730; number 5, O, carries -0.684; number 6, O, carries -0.451; number 7, H, carries 0.486; number 8, H, carries 0.228; number 9, H, carries 0.467; number 10, H, carries 0.178; number 11, H, carries 0.167; number 12, H, carries 0.168

Arrangement D

Formula: C3H6O3
Source: OMol25
Level of theory: wB97M-V/def2-TZVPD

Geometry as XYZ:
```
12
C3H6O3, DFT wB97M-V/def2-TZVPD
O -1.1602 1.2008 0.7452
C -1.0575 -0.1505 0.4003
C 0.4107 -0.7328 0.4985
O 0.7075 -0.3901 -1.9635
C 1.0265 0.4853 -1.2425
O 1.1367 1.5884 -0.8216
H -0.5735 1.6867 0.1488
H -1.5542 -0.3732 -0.5611
H -1.6426 -0.6960 1.1653
H 0.3750 -1.7933 0.2242
H 0.7918 -0.4873 1.4717
H 1.5401 -0.3379 -0.0650
```

* LUMO level: 0.486 eV
* E_HOMO: -10.66 eV

How is the electron density shared among the atoms? According to natural (NBO), the charges in e are: number 1, O, carries -0.712; number 2, C, carries -0.075; number 3, C, carries -0.546; number 4, O, carries -0.539; number 5, C, carries 0.937; number 6, O, carries -0.573; number 7, H, carries 0.480; number 8, H, carries 0.175; number 9, H, carries 0.199; number 10, H, carries 0.234; number 11, H, carries 0.223; number 12, H, carries 0.197

Relative energy table, unit kcal/mol: arrangement A 0.0; arrangement B 14.3; arrangement C 38.0; arrangement D 22.5